Arrangement 1

Below is a 14-piece molecular cluster, C44H126N10O14 overall, with properties calculated with the ωB97M-V functional and the def2-TZVPD basis.

Cartesian coordinates (Å):
C1 -0.963 -1.242 -4.402
C2 -1.828 -2.394 -4.773
C3 -3.258 -2.005 -5.098
O1 -3.904 -1.571 -3.854
C4 -5.277 -1.155 -4.009
N1 -1.216 -3.083 -5.900
H1 -1.185 -0.715 -3.492
H2 -1.128 -0.470 -5.137
H3 0.129 -1.535 -4.494
H4 -1.818 -3.099 -3.948
H5 -3.751 -2.852 -5.575
H6 -3.283 -1.229 -5.833
H7 -5.509 -0.645 -3.073
H8 -5.934 -1.973 -4.271
H9 -5.384 -0.505 -4.876
H10 -1.667 -2.870 -6.768
H11 -0.272 -2.793 -6.016
C5 -0.451 9.007 0.080
C6 -1.863 8.610 0.548
C7 -1.763 7.720 1.760
O2 -1.514 6.341 1.362
C8 -1.373 5.401 2.407
N2 -2.742 9.739 0.738
H12 -0.551 9.583 -0.827
H13 0.147 8.109 -0.119
H14 0.036 9.698 0.813
H15 -2.296 7.931 -0.219
H16 -2.712 7.681 2.262
H17 -0.936 8.096 2.430
H18 -1.500 4.350 2.050
H19 -2.206 5.608 3.134
H20 -0.409 5.491 2.959
H21 -3.678 9.444 0.872
H22 -2.476 10.308 1.477
C9 3.302 5.409 1.849
C10 3.399 5.612 0.303
C11 2.152 5.159 -0.382
O3 1.982 3.733 -0.248
C12 0.705 3.229 -0.649
N3 3.593 7.020 0.037
H23 2.492 6.070 2.140
H24 4.188 5.640 2.357
H25 3.106 4.383 2.161
H26 4.180 4.961 0.076
H27 2.115 5.490 -1.469
H28 1.296 5.674 0.214
H29 0.717 2.171 -0.514
H30 0.411 3.414 -1.676
H31 -0.006 3.607 0.101
H32 4.131 7.555 0.655
H33 3.720 7.250 -0.916
C13 -0.237 -2.804 -0.232
C14 -0.784 -1.360 -0.399
C15 -2.282 -1.201 -0.628
O4 -2.400 0.165 -1.123
C16 -3.711 0.658 -0.965
N4 -0.431 -0.494 0.724
H34 0.739 -2.808 0.293
H35 -0.337 -3.310 -1.164
H36 -0.957 -3.415 0.357
H37 -0.394 -1.053 -1.414
H38 -2.810 -1.411 0.256
H39 -2.496 -1.927 -1.449
H40 -3.832 1.472 -1.630
H41 -3.871 0.932 0.121
H42 -4.424 -0.101 -1.174
H43 -0.898 0.399 0.674
H44 0.559 -0.332 0.812
C17 3.203 -1.568 -2.478
C18 3.587 -0.260 -1.831
C19 3.668 0.881 -2.827
O5 4.262 1.954 -2.107
C20 3.966 3.173 -2.773
N5 2.677 -0.008 -0.670
H45 2.319 -1.495 -3.220
H46 2.864 -2.230 -1.714
H47 4.064 -2.098 -2.947
H48 4.593 -0.415 -1.403
H49 2.676 1.053 -3.207
H50 4.303 0.582 -3.752
H51 4.471 4.044 -2.261
H52 2.919 3.350 -2.775
H53 4.347 3.301 -3.810
H54 2.784 0.954 -0.366
H55 1.722 -0.130 -0.910
C21 -0.744 2.442 -4.350
C22 -2.029 2.724 -3.506
C23 -2.583 4.157 -3.742
O6 -1.642 5.078 -3.205
C24 -1.827 5.374 -1.795
N6 -3.088 1.725 -3.718
H56 0.069 3.146 -4.183
H57 -0.941 2.407 -5.420
H58 -0.364 1.466 -3.972
H59 -1.705 2.725 -2.479
H60 -3.541 4.184 -3.243
H61 -2.596 4.415 -4.761
H62 -1.820 4.460 -1.183
H63 -2.671 6.008 -1.539
H64 -0.944 5.930 -1.409
H65 -2.775 0.713 -3.581
H66 -3.557 1.775 -4.615
C25 1.034 -6.298 -2.374
C26 0.842 -5.245 -3.520
C27 2.126 -4.709 -4.191
O7 1.770 -3.901 -5.328
C28 2.957 -3.597 -6.036
N7 -0.289 -5.776 -4.390
H67 1.869 -6.005 -1.729
H68 1.364 -7.307 -2.746
H69 0.125 -6.347 -1.791
H70 0.451 -4.400 -3.022
H71 2.888 -5.379 -4.500
H72 2.662 -4.064 -3.495
H73 2.756 -2.982 -6.882
H74 3.421 -4.562 -6.393
H75 3.671 -3.060 -5.400
H76 -0.180 -6.702 -4.806
H77 -0.407 -5.183 -5.166
C29 4.573 1.007 5.628
C30 3.735 -0.249 5.554
C31 4.059 -1.210 4.434
O8 3.776 -0.608 3.144
C32 3.375 -1.564 2.147
N8 3.985 -1.024 6.784
H78 4.197 1.740 4.843
H79 5.671 0.763 5.425
H80 4.452 1.359 6.613
H81 2.651 -0.007 5.560
H82 3.412 -2.140 4.486
H83 5.123 -1.593 4.465
H84 3.358 -0.999 1.282
H85 2.396 -2.020 2.361
H86 4.021 -2.487 2.043
H87 4.391 -0.428 7.621
H88 3.290 -1.681 7.140
C33 -0.038 -1.885 4.859
C34 -1.103 -2.826 4.434
C35 -1.992 -3.146 5.673
O9 -1.333 -3.914 6.662
C36 -2.093 -4.078 7.801
N9 -1.821 -2.235 3.312
H89 0.625 -2.208 5.633
H90 -0.621 -0.966 5.087
H91 0.691 -1.713 4.000
H92 -0.692 -3.793 4.192
H93 -2.898 -3.635 5.375
H94 -2.324 -2.133 6.057
H95 -2.750 -3.142 7.991
H96 -1.470 -4.207 8.717
H97 -2.716 -4.973 7.700
H98 -1.128 -1.856 2.676
H99 -2.352 -2.877 2.724
C37 -3.579 -6.051 -2.578
C38 -3.262 -5.482 -1.127
C39 -4.386 -4.631 -0.566
O10 -4.005 -4.348 0.769
C40 -5.097 -3.560 1.258
N10 -2.966 -6.665 -0.313
H100 -4.468 -6.693 -2.541
H101 -2.713 -6.653 -2.923
H102 -3.758 -5.152 -3.114
H103 -2.348 -4.855 -1.244
H104 -5.336 -5.201 -0.620
H105 -4.557 -3.704 -1.136
H106 -6.087 -3.979 0.954
H107 -5.107 -2.547 0.904
H108 -5.063 -3.510 2.367
H109 -2.648 -6.486 0.661
H110 -3.736 -7.278 -0.252
C41 -3.383 1.290 3.701
O11 -3.499 0.109 2.948
H111 -2.494 1.877 3.396
H112 -4.169 1.966 3.321
H113 -3.529 1.026 4.759
H114 -3.106 -0.605 3.469
C42 5.426 1.975 1.086
O12 4.410 1.958 2.112
H115 6.239 2.616 1.455
H116 5.733 0.974 0.917
H117 4.930 2.282 0.190
H118 4.306 1.002 2.209
C43 1.150 1.234 3.291
O13 1.327 1.851 1.973
H119 1.730 1.699 4.108
H120 0.092 1.176 3.601
H121 1.503 0.218 3.349
H122 2.240 1.868 1.737
C44 2.065 -5.639 3.326
O14 3.314 -5.603 2.627
H123 1.376 -5.227 2.636
H124 1.740 -6.676 3.565
H125 2.104 -5.156 4.288
H126 4.048 -5.761 3.224

Values from the calculation:
Lowest unoccupied orbital energy: 0.654 eV
HOMO-LUMO gap: 9.398 eV
HOMO level: -8.7 eV
Molecular weight: 1019.5 g/mol
Net charge: 0


Arrangement 2

Below is a 14-piece molecular cluster, C44H126N10O14 overall, with properties calculated with the ωB97M-V functional and the def2-TZVPD basis.

Cartesian coordinates (Å):
C1 7.999 -1.583 1.671
C2 7.517 -2.506 0.608
C3 6.854 -1.839 -0.558
O1 5.709 -1.106 -0.062
C4 4.849 -0.649 -1.086
N1 8.660 -3.287 0.018
H1 7.206 -1.006 2.010
H2 8.870 -0.955 1.421
H3 8.285 -2.255 2.537
H4 6.745 -3.142 1.076
H5 6.645 -2.540 -1.364
H6 7.603 -1.112 -0.987
H7 5.432 -0.183 -1.880
H8 4.143 0.117 -0.625
H9 4.370 -1.453 -1.615
H10 9.180 -3.822 0.651
H11 8.204 -3.920 -0.629
C5 -1.786 -3.887 3.423
C6 -2.103 -3.557 4.862
C7 -3.106 -2.408 5.064
O2 -2.644 -1.177 4.560
C8 -3.213 -0.029 4.932
N2 -2.727 -4.785 5.420
H12 -1.429 -2.957 2.961
H13 -2.666 -4.196 2.914
H14 -1.000 -4.581 3.341
H15 -1.169 -3.351 5.354
H16 -3.224 -2.318 6.185
H17 -4.094 -2.582 4.609
H18 -2.957 0.308 5.910
H19 -4.408 0.042 4.844
H20 -2.838 0.823 4.323
H21 -3.320 -4.562 6.201
H22 -3.287 -5.365 4.812
C9 -4.358 5.023 1.694
C10 -5.329 4.797 2.851
C11 -6.423 5.846 2.951
O3 -5.756 7.091 3.150
C12 -6.621 8.097 3.698
N3 -5.843 3.429 2.808
H23 -3.692 5.863 1.763
H24 -4.819 5.133 0.752
H25 -3.646 4.178 1.692
H26 -4.817 4.834 3.793
H27 -7.152 5.687 3.765
H28 -6.984 5.862 2.039
H29 -7.035 7.806 4.668
H30 -7.450 8.329 2.978
H31 -6.023 8.980 3.623
H32 -6.083 3.245 1.837
H33 -5.029 2.837 2.939
C13 4.089 4.027 -0.472
C14 5.296 4.798 -0.998
C15 6.100 4.063 -2.099
O4 5.245 4.067 -3.241
C16 5.881 3.395 -4.288
N4 4.875 6.138 -1.369
H34 3.200 4.113 -1.017
H35 3.874 4.344 0.574
H36 4.264 2.933 -0.382
H37 5.983 4.929 -0.168
H38 6.390 3.066 -1.848
H39 7.012 4.670 -2.232
H40 5.264 3.400 -5.216
H41 5.981 2.315 -4.080
H42 6.850 3.875 -4.480
H43 5.636 6.568 -1.822
H44 4.230 6.067 -2.130
C17 0.332 5.548 0.655
C18 -0.937 5.033 0.099
C19 -1.570 6.055 -0.820
O5 -2.785 5.455 -1.220
C20 -3.854 6.257 -1.645
N5 -0.851 3.674 -0.406
H45 1.171 5.624 -0.027
H46 0.710 5.072 1.558
H47 0.150 6.501 1.029
H48 -1.706 4.934 0.923
H49 -1.053 6.199 -1.798
H50 -1.772 7.058 -0.330
H51 -4.211 6.977 -0.929
H52 -4.782 5.597 -1.816
H53 -3.545 6.761 -2.554
H54 -0.152 3.692 -1.097
H55 -1.746 3.509 -0.847
C21 -2.775 2.732 -3.571
C22 -2.396 1.221 -3.771
C23 -1.179 0.877 -2.875
O6 -0.049 1.597 -3.411
C24 1.159 1.423 -2.661
N6 -3.524 0.300 -3.455
H56 -3.160 2.944 -2.595
H57 -3.500 3.008 -4.312
H58 -1.850 3.309 -3.739
H59 -2.176 1.101 -4.787
H60 -0.871 -0.179 -2.761
H61 -1.355 1.307 -1.881
H62 0.879 1.244 -1.627
H63 1.824 2.285 -2.816
H64 1.666 0.547 -3.030
H65 -3.946 0.017 -4.339
H66 -4.170 0.859 -2.886
C25 -0.262 -0.207 -6.392
C26 -1.208 -1.390 -6.575
C27 -1.126 -2.367 -5.425
O7 -0.025 -3.262 -5.449
C28 0.302 -3.789 -4.110
N7 -2.576 -0.815 -6.627
H67 -0.081 0.459 -7.275
H68 0.689 -0.593 -6.019
H69 -0.558 0.370 -5.525
H70 -0.940 -1.861 -7.525
H71 -2.090 -3.037 -5.508
H72 -1.194 -1.937 -4.460
H73 -0.469 -4.481 -3.745
H74 0.386 -2.956 -3.422
H75 1.249 -4.444 -4.260
H76 -3.144 -1.581 -6.977
H77 -2.647 -0.037 -7.301
C29 1.252 -6.969 1.024
C30 2.428 -7.105 2.018
C31 3.431 -8.150 1.695
O8 2.800 -9.349 2.040
C32 3.589 -10.462 1.674
N8 3.060 -5.774 2.101
H78 1.591 -6.845 -0.015
H79 0.655 -6.179 1.372
H80 0.554 -7.865 0.983
H81 1.954 -7.306 2.953
H82 4.298 -8.004 2.377
H83 3.692 -8.151 0.619
H84 4.569 -10.687 2.176
H85 3.741 -10.414 0.573
H86 2.949 -11.296 1.800
H87 3.788 -5.622 1.352
H88 3.593 -5.850 2.958
C33 0.626 -2.933 -0.074
C34 1.648 -1.799 0.133
C35 1.030 -0.794 1.097
O9 1.944 0.291 1.195
C36 1.559 1.278 2.090
N9 2.954 -2.347 0.587
H89 1.002 -3.680 -0.791
H90 -0.301 -2.443 -0.498
H91 0.336 -3.395 0.859
H92 1.777 -1.197 -0.826
H93 0.860 -1.228 2.095
H94 0.127 -0.386 0.655
H95 0.533 1.588 1.946
H96 2.110 2.201 1.941
H97 1.687 0.904 3.072
H98 3.460 -1.500 0.977
H99 2.766 -2.856 1.479
C37 -2.945 0.554 0.192
C38 -4.394 0.646 0.768
C39 -5.370 0.551 -0.393
O10 -5.369 1.728 -1.195
C40 -6.340 1.722 -2.297
N10 -4.716 -0.492 1.604
H100 -2.747 1.398 -0.444
H101 -2.798 -0.274 -0.536
H102 -2.178 0.609 0.935
H103 -4.568 1.605 1.195
H104 -6.336 0.473 -0.040
H105 -5.233 -0.270 -1.109
H106 -6.054 0.887 -2.948
H107 -6.189 2.644 -2.853
H108 -7.370 1.655 -1.926
H109 -3.952 -0.723 2.284
H110 -5.405 -0.248 2.362
C41 4.783 -4.809 -1.427
O11 4.812 -4.293 -0.128
H111 5.252 -5.752 -1.355
H112 3.750 -4.956 -1.764
H113 5.219 -4.133 -2.123
H114 4.102 -3.608 -0.119
C42 -2.094 4.360 3.804
O12 -2.641 3.104 4.174
H115 -2.577 5.170 4.316
H116 -1.031 4.498 4.055
H117 -2.097 4.626 2.757
H118 -1.964 2.438 4.054
C43 1.919 -2.910 4.138
O13 1.356 -3.659 3.082
H119 1.472 -3.402 5.039
H120 3.045 -2.968 4.204
H121 1.763 -1.872 4.056
H122 1.847 -4.457 2.837
C44 -2.821 -3.018 -1.667
O14 -2.240 -1.927 -2.356
H123 -2.030 -3.775 -1.568
H124 -3.092 -2.719 -0.620
H125 -3.644 -3.410 -2.241
H126 -2.881 -1.259 -2.680

Values from the calculation:
Lowest unoccupied orbital energy: 0.613 eV
HOMO-LUMO gap: 9.777 eV
HOMO level: -9.2 eV
Molecular weight: 1019.5 g/mol
Net charge: 0


arrangement 2 wins, 0.075 eV ahead of the next structure.


Arrangement 1

Below is a 2-piece molecular cluster, C7H11N2 overall, with properties calculated with the ωB97M-V functional and the def2-TZVPD basis.

Cartesian coordinates (Å):
C1 -2.922 -0.260 -0.133
C2 -2.087 -1.360 0.231
C3 -2.785 1.076 -0.304
C4 -0.768 -1.671 0.466
C5 -1.609 1.737 -0.535
C6 -0.427 0.938 -0.446
C7 0.378 -0.939 0.052
N1 3.722 0.744 0.355
N2 1.662 -1.050 -0.037
H1 -3.966 -0.711 -0.330
H2 -2.601 -2.272 0.162
H3 -3.589 1.833 -0.257
H4 -0.491 -2.644 0.916
H5 -1.318 2.739 -0.919
H6 0.462 1.494 -0.449
H7 4.355 0.561 -0.454
H8 3.808 0.245 1.169
H9 2.144 -2.006 0.042
H10 2.456 -0.172 -0.020
H11 3.576 1.719 0.493

Values from the calculation:
Lowest unoccupied orbital energy (spin up / spin down): -4.837 / -4.838 eV
HOMO-LUMO gap (spin up / spin down): 7.524 / 7.523 eV
HOMO level (spin up / spin down): -12.4 / -12.4 eV
Molecular weight: 123.2 g/mol
Net charge: +1


Arrangement 2

Below is an isolated ion of composition C7H11N2 and charge +1, with properties calculated with the ωB97M-V functional and the def2-TZVPD basis.

Cartesian coordinates (Å):
C1 2.909 1.452 -0.406
C2 2.801 0.201 -0.018
N1 2.471 -0.898 0.526
C3 1.391 -1.924 0.324
N2 0.310 -1.946 -0.229
C4 -0.718 -1.063 -0.630
C5 -0.510 0.505 -0.993
C6 -1.126 0.055 0.229
C7 -2.577 0.172 0.783
H1 3.127 1.637 -1.472
H2 2.950 2.176 0.316
H3 3.325 -1.275 1.037
H4 1.811 -2.930 0.554
H5 -1.516 -1.538 -1.156
H6 0.478 0.864 -0.914
H7 -0.995 0.703 -1.906
H8 -0.358 0.262 1.068
H9 -2.810 1.171 1.257
H10 -2.599 -0.777 1.421
H11 -3.423 0.047 0.073

Values from the calculation:
Lowest unoccupied orbital energy: -5.152 eV
SMILES string: C=C=[NH+]/C=N\[C@@H]1C[C@H]1C
HOMO-LUMO gap: 8.001 eV
HOMO level: -13.2 eV
Molecular weight: 123.2 g/mol
Net charge: +1


Arrangement 3

Below is an isolated ion of composition C7H11N2 and charge +1, with properties calculated with the ωB97M-V functional and the def2-TZVPD basis.

Cartesian coordinates (Å):
C1 -1.697 0.400 0.998
C2 -1.305 -0.907 0.723
C3 0.898 0.953 0.020
C4 -1.363 0.287 -1.348
C5 -1.682 1.092 -0.211
C6 -0.635 -0.966 -0.525
C7 1.848 -1.334 0.207
N1 0.817 -0.309 -0.144
N2 1.838 1.723 0.388
H1 -2.111 0.698 1.986
H2 -1.433 -1.746 1.444
H3 -2.161 -0.240 -1.822
H4 -0.864 0.758 -2.150
H5 -2.203 2.076 -0.239
H6 -0.545 -1.866 -1.162
H7 2.374 -1.340 -0.644
H8 2.228 -1.091 1.150
H9 1.490 -2.389 0.197
H10 1.654 2.715 0.395
H11 2.852 1.483 0.738

Values from the calculation:
Lowest unoccupied orbital energy (spin up / spin down): -4.962 / -4.963 eV
HOMO-LUMO gap (spin up / spin down): 7.694 / 7.689 eV
HOMO level (spin up / spin down): -12.7 / -12.7 eV
Molecular weight: 123.2 g/mol
Net charge: +1


arrangement 3 wins, 0.971 eV ahead of the next structure.